<one>
A cluster of 2 separate species, CH5O3P in total. Source: OMol25; level of theory: ωB97M-V/def2-TZVPD.

The calculation puts the HOMO energy at -10.9 eV. As for the net charge: 0. Its spin multiplicity is 1. For the LUMO energy, the calculation gives -0.27 eV.

CARTESIAN COORDINATES (ANGSTROEM)
H: -0.432 0.776 0.287
H: 0.474 2.200 0.913
O: 0.956 -1.403 0.179
H: 0.052 1.812 -0.798
O: 1.715 1.000 0.085
H: -1.043 -1.542 0.083
O: -1.963 -1.633 0.017
C: 0.378 1.482 0.100
P: 2.130 -0.562 -0.046
H: -2.267 -2.130 -0.821

=====

<two>
A cluster of 2 separate species, CH5O3P in total. Source: OMol25; level of theory: ωB97M-V/def2-TZVPD.

The calculation puts the HOMO energy (spin up / spin down) at -7.9 / -7.6 eV. As for the net charge: 0. Its spin multiplicity is 1. For the LUMO energy (spin up / spin down), the calculation gives -0.13 / 0.41 eV.

CARTESIAN COORDINATES (ANGSTROEM)
P: -1.816 0.955 -0.370
O: -2.231 -0.326 0.518
H: -1.445 1.581 0.792
H: -1.530 -2.080 -0.214
H: 1.472 0.977 -0.801
H: 1.059 0.628 1.107
C: 1.009 0.357 -0.001
H: 1.086 -1.241 -1.212
O: 1.098 -1.002 -0.310
O: -2.364 -1.509 -0.242

=====

Relative energies with respect to the most stable structure, expressed in kJ/mol: <one> 0.0; <two> 627.4.

=====

<one>
The molecule C19H19N3O4S. Source: OMol25; level of theory: ωB97M-V/def2-TZVPD.

The calculation puts the HOMO energy at -7.9 eV. As for the net charge: 0. Its spin multiplicity is 1. For the LUMO energy, the calculation gives 0.32 eV.

CARTESIAN COORDINATES (ANGSTROEM)
H: -2.115 -3.377 2.584
C: -3.023 0.704 1.114
H: 1.466 4.169 0.460
N: -0.297 3.169 0.891
O: 2.957 1.672 0.083
C: 1.685 -2.918 0.562
C: -2.492 1.036 -1.199
H: 5.030 -1.184 -1.718
H: -5.347 -1.561 -1.769
C: -1.503 1.934 -0.834
H: -3.633 0.221 1.862
C: 1.003 3.194 0.265
O: -0.403 -3.155 1.574
N: 2.787 0.610 2.003
C: 0.373 -2.455 0.724
H: -4.883 0.053 -2.360
C: -1.709 -2.691 1.843
H: 5.022 0.588 -1.853
C: 4.543 -0.269 -1.380
H: -1.048 -0.953 0.101
C: -0.046 -1.334 0.007
O: 2.684 0.430 -2.663
C: 3.065 -0.281 -1.759
H: -2.337 -2.711 0.948
H: 1.986 -3.799 1.105
C: -2.029 1.588 1.471
H: -0.942 2.424 -1.616
H: 0.917 3.075 -0.817
C: 1.897 2.123 0.795
C: -1.242 2.215 0.503
O: -4.238 -0.521 -0.473
C: 2.164 -1.111 -0.950
C: 3.459 0.716 0.903
H: 3.577 -2.627 -0.350
H: -2.652 0.843 -2.248
C: 2.571 -2.251 -0.249
H: 0.518 0.180 -1.384
C: -3.258 0.404 -0.228
H: -1.851 1.801 2.515
H: -0.207 3.206 1.900
S: 4.839 -0.207 0.429
H: -1.693 -1.677 2.251
C: -4.541 -0.830 -1.811
C: 0.839 -0.690 -0.829
H: -3.682 -1.269 -2.329
N: 1.789 1.514 1.928

=====

<two>
A cluster of 2 separate species, C19H19N3O4S in total. Source: OMol25; level of theory: ωB97M-V/def2-TZVPD.

The calculation puts the HOMO energy at -7.2 eV. As for the net charge: 0. Its spin multiplicity is 1. For the LUMO energy, the calculation gives -1.04 eV.

CARTESIAN COORDINATES (ANGSTROEM)
O: 5.283 1.883 0.428
H: -6.541 1.471 -2.530
C: 5.950 0.553 2.538
C: -4.998 0.449 -0.365
N: 0.767 -3.525 -0.071
C: 2.497 -2.525 -1.561
N: -0.386 -3.350 0.196
C: -6.671 -0.007 1.200
H: 3.059 -3.346 -1.399
H: -4.123 -1.536 2.520
H: 5.597 3.184 -1.138
C: -6.615 2.156 -1.607
C: 3.940 -1.283 0.186
H: -7.347 2.703 -2.035
H: -4.492 0.787 -1.187
O: -6.931 1.639 -0.519
C: -4.697 -1.105 1.832
H: -2.592 -2.588 1.120
H: 6.735 0.860 1.973
H: -6.354 -1.120 3.052
C: 3.184 -0.009 -1.636
H: 4.232 3.626 -0.276
O: 5.231 -0.521 1.659
S: -0.102 -1.131 -1.045
C: -0.921 -2.148 -0.018
H: 3.945 1.992 -1.859
H: 6.318 0.220 3.458
O: -2.320 0.145 -0.940
C: -2.841 -0.497 -0.045
C: 4.486 1.083 0.058
H: 5.814 4.098 0.302
C: -6.173 0.698 0.133
H: -5.638 2.783 -1.533
H: 4.030 -2.244 0.458
C: 3.897 1.160 -1.240
C: 1.246 -2.704 -0.919
N: -2.168 -2.043 0.242
C: -5.943 -0.752 2.146
H: 5.217 1.195 2.770
C: 3.386 -1.158 -1.195
H: -7.744 0.275 1.704
C: 4.589 -0.237 0.514
C: 5.260 3.455 -0.287
H: 2.708 0.200 -2.984
H: 2.390 -2.371 -2.455
C: -4.160 -0.416 0.351

=====

Relative energies with respect to the most stable structure, expressed in kJ/mol: <one> 0.0; <two> 1468.5.

=====

<one>
A structure of composition C35H27Cl3N4O5SW. Source: OMol25; level of theory: ωB97M-V/def2-TZVPD.

The calculation puts the HOMO energy (spin up / spin down) at -13.2 / -13.2 eV. As for the net charge: +2. Its spin multiplicity is 3. For the LUMO energy (spin up / spin down), the calculation gives -6.71 / -6.95 eV.

CARTESIAN COORDINATES (ANGSTROEM)
H: 0.430 0.582 0.950
C: 1.874 3.833 -2.248
C: 0.116 -0.591 3.453
O: 2.091 7.204 -3.215
H: 2.905 3.664 -1.968
C: 3.922 -0.599 6.011
C: 3.822 1.718 0.976
O: 2.100 -0.189 2.255
C: 4.508 2.456 0.062
H: 4.637 0.137 6.350
H: -1.487 -5.270 -3.175
C: -5.844 0.058 -1.711
C: -0.413 3.031 -2.525
C: -2.968 -2.237 -2.742
C: -0.460 0.000 1.115
H: -5.352 -3.530 -2.938
H: 0.209 0.431 3.823
H: 3.361 0.489 4.260
S: 5.124 1.491 -1.214
Cl: 4.606 -1.446 -1.284
C: -4.576 -0.384 -2.056
O: -1.372 2.096 -2.424
H: -0.363 -1.208 4.207
H: -7.916 -0.448 -1.517
O: 3.581 5.898 -2.353
C: -4.331 -1.697 -2.462
N: -0.740 -0.597 2.261
C: 0.934 2.794 -2.154
O: 0.726 0.488 -1.587
H: 0.560 -3.864 -3.336
C: -0.550 -2.048 -3.038
C: 3.781 0.328 0.652
C: 2.807 -2.712 6.336
H: -3.229 -1.447 0.345
C: -6.929 -0.795 -1.786
C: 0.160 5.300 -3.085
H: 3.950 -1.122 2.217
H: -3.774 1.356 -1.394
C: -1.926 -1.287 2.119
H: 4.731 3.511 0.094
C: -0.411 -3.420 -3.169
H: 0.344 -1.435 -3.121
H: -5.984 1.087 -1.398
H: -0.110 6.283 -3.447
C: 1.424 1.521 -1.742
H: -3.642 -4.276 -2.786
H: 3.391 2.132 1.875
W: -1.387 0.262 -1.764
H: -3.538 1.092 -2.961
C: -5.458 -2.521 -2.571
H: -2.349 -1.864 2.923
C: -2.353 -1.078 0.852
H: 2.651 -3.612 6.914
C: -0.775 4.287 -3.001
Cl: 0.953 -3.707 4.663
C: -1.794 -1.436 -2.806
C: -1.553 -4.194 -3.086
H: 2.502 1.415 -1.593
H: 1.381 -2.092 2.604
C: -6.729 -2.089 -2.243
N: -1.420 -0.263 0.216
H: 2.846 -1.578 0.910
C: 4.419 0.079 -0.527
C: 2.285 -1.351 4.399
C: 3.194 -0.738 1.523
C: 1.502 -1.134 3.127
C: 2.099 -2.497 5.167
C: 1.475 5.061 -2.694
C: 3.203 -0.408 4.844
C: 3.721 -1.756 6.750
C: -2.797 -3.612 -2.875
N: 2.469 6.149 -2.764
Cl: 4.613 -2.015 8.198
N: -3.512 0.620 -2.052
H: -1.801 4.456 -3.297
H: -7.565 -2.765 -2.347

=====

<two>
A structure of composition C35H27Cl3N4O5SW. Source: OMol25; level of theory: ωB97M-V/def2-TZVPD.

The calculation puts the HOMO energy (spin up / spin down) at -13.2 / -13.2 eV. As for the net charge: +2. Its spin multiplicity is 3. For the LUMO energy (spin up / spin down), the calculation gives -7.13 / -7.27 eV.

CARTESIAN COORDINATES (ANGSTROEM)
H: -2.471 3.307 1.403
C: -0.098 5.555 -0.395
H: -1.143 7.681 2.644
C: -0.403 -1.683 -3.092
C: -0.645 -4.010 5.488
H: -2.165 -4.642 -3.046
H: 1.346 -3.553 5.002
O: -2.027 -3.119 -7.534
H: -0.866 0.676 -0.807
H: 2.974 1.255 -4.127
C: -0.370 3.412 0.912
H: 0.620 0.099 -3.694
C: -1.638 -3.777 -2.643
W: -0.612 -2.449 -0.132
H: 4.237 -1.877 0.086
H: -1.432 -4.663 0.997
C: 0.358 -3.688 4.593
C: 0.131 -3.538 3.217
C: 3.666 1.385 -0.704
C: -2.200 -4.086 3.689
H: 0.200 4.957 -1.247
C: 2.182 -2.474 0.149
C: -1.171 -2.806 -3.532
C: 3.422 -2.231 0.699
C: -1.481 -2.955 -4.910
C: -0.410 4.920 0.801
N: -1.349 -0.740 0.747
H: -2.097 3.016 -0.307
O: -1.522 -3.763 -1.368
C: -0.848 7.087 1.791
Cl: -0.589 9.408 0.464
H: 0.012 -0.180 -6.106
S: 4.270 0.685 -2.150
H: 2.061 2.465 1.152
O: 0.423 2.789 -0.078
H: 2.711 -3.061 3.880
H: 1.316 2.675 -2.663
H: 4.534 -2.291 2.532
C: 2.537 2.121 -0.903
N: -1.557 -3.723 1.382
H: -2.740 -4.447 5.730
H: 2.068 -2.297 -0.916
C: -1.283 0.473 0.165
Cl: -1.221 4.961 3.397
H: -0.408 -4.111 6.538
H: -2.052 -3.802 -5.268
C: -2.167 0.781 2.149
C: 3.578 -2.463 2.056
C: -1.054 -2.007 -5.780
H: -2.566 -3.575 1.339
C: 2.162 2.123 -2.279
H: 0.002 3.134 1.906
O: -0.991 -1.269 -7.947
H: 0.102 7.423 -1.442
C: -1.770 2.840 0.716
C: -0.303 -0.896 -5.359
C: 3.002 1.387 -3.057
O: -0.060 -1.534 -1.838
H: -3.203 -4.261 3.312
C: 1.826 2.882 0.168
N: -1.772 1.395 0.973
C: -0.789 5.708 1.882
C: -1.184 -3.770 2.799
C: 2.515 -2.910 2.832
C: -1.944 -4.201 5.042
H: -2.058 -1.335 2.713
C: 1.245 -3.134 2.306
H: -2.589 1.338 2.968
C: 1.075 -2.900 0.914
C: -1.911 -0.536 2.007
C: 0.024 -0.736 -4.037
C: -0.148 6.933 -0.511
C: -0.523 7.693 0.588
H: 2.134 3.933 0.170
N: -1.387 -2.144 -7.214
Cl: 4.483 1.142 0.785

=====

Relative energies with respect to the most stable structure, expressed in kJ/mol: <one> 0.0; <two> 14.0.

=====

<one>
A cluster of 2 separate species, C2H3ClN2O in total. Source: OMol25; level of theory: ωB97M-V/def2-TZVPD.

The calculation puts the HOMO energy at -10.8 eV. As for the net charge: 0. Its spin multiplicity is 1. For the LUMO energy, the calculation gives 0.83 eV.

CARTESIAN COORDINATES (ANGSTROEM)
H: -1.009 -1.601 0.310
C: -0.908 -0.543 0.102
H: 0.094 2.510 0.255
Cl: 2.270 -2.162 0.254
N: -1.812 0.083 -0.599
C: -0.307 1.480 0.141
N: 0.067 0.281 0.539
O: -1.441 1.323 -0.625
H: 3.046 -1.370 -0.377

=====

<two>
The molecule C2H3ClN2O. Source: OMol25; level of theory: ωB97M-V/def2-TZVPD.

The calculation puts the HOMO energy at -9.3 eV. As for the net charge: 0. Its spin multiplicity is 1. For the LUMO energy, the calculation gives -0.14 eV.

CARTESIAN COORDINATES (ANGSTROEM)
H: 0.319 1.514 -0.846
C: 0.169 0.752 0.022
N: -0.161 -1.692 0.205
H: -0.592 -2.608 0.009
Cl: -1.819 -0.400 -1.490
H: -0.691 1.336 0.369
N: 1.204 0.470 1.007
O: 2.079 1.266 1.058
C: -0.509 -0.638 -0.334

=====

Relative energies with respect to the most stable structure, expressed in kJ/mol: <one> 0.0; <two> 167.3.

=====

<one>
A cluster of 4 separate species, C18H45IN3O6 in total. Source: OMol25; level of theory: ωB97M-V/def2-TZVPD.

The calculation puts the HOMO energy at -3.5 eV. As for the net charge: -1. Its spin multiplicity is 1. For the LUMO energy, the calculation gives 2.24 eV.

CARTESIAN COORDINATES (ANGSTROEM)
N: 0.990 1.161 -4.037
C: -2.713 -3.528 -2.709
H: -0.125 0.725 -6.464
C: -5.374 -0.878 -2.809
H: 2.683 1.236 -5.201
H: 0.688 1.208 -3.075
N: 0.833 -0.057 6.519
H: 2.352 3.493 7.799
H: 1.038 3.944 -7.888
H: -4.632 -0.131 -2.526
H: 0.522 3.083 -4.636
H: 2.477 -1.280 7.154
H: 2.473 2.552 -3.963
H: -0.692 -4.262 -2.088
H: 2.351 -0.593 4.211
C: 3.306 0.693 -3.169
H: 1.941 1.765 6.674
C: -1.044 -5.107 0.165
O: -6.219 -1.292 -1.694
C: 1.923 -1.057 6.243
H: -0.897 2.050 -4.640
C: -7.099 -0.317 -1.177
C: -1.535 -3.720 -1.660
C: 1.297 1.107 7.256
H: 3.629 -1.457 5.006
H: 1.694 4.645 8.803
H: -6.013 -0.483 -3.598
H: -6.510 0.424 -0.636
I: -2.544 1.410 1.701
H: 1.244 1.697 -6.753
O: 3.631 0.491 5.578
H: -0.297 -4.376 0.475
O: 0.455 2.991 8.694
H: -0.529 4.610 -7.885
H: -2.296 -3.123 -3.631
H: 0.839 4.485 7.361
H: 5.042 1.798 4.780
C: -4.585 -2.092 -3.307
H: 3.533 -1.394 -1.648
C: 0.169 2.078 -4.866
O: -2.019 -4.370 -0.446
C: 2.373 1.490 -4.187
H: -0.452 2.313 7.054
C: 4.084 -1.449 -2.587
O: 3.451 -0.654 -3.616
C: 0.104 1.885 7.888
O: -0.484 2.646 -7.269
C: 2.895 -0.665 5.153
H: -0.597 -5.847 -0.499
H: -3.090 -1.758 -1.924
H: -7.716 -0.842 -0.448
H: 0.326 4.345 -6.336
H: 1.979 0.811 8.053
H: 0.599 0.262 5.590
H: -4.013 -1.723 -4.159
C: 0.108 3.930 -7.320
H: 4.293 1.126 -3.008
H: 4.153 1.001 3.594
C: 0.222 1.755 -6.379
N: -3.648 -2.536 -2.245
H: -1.178 -2.716 -1.429
H: -7.616 0.227 -1.968
H: 5.376 0.104 4.474
H: -3.117 -4.480 -3.054
C: 1.377 3.882 8.092
H: 2.729 0.793 -2.250
H: -5.281 -2.860 -3.644
C: 4.574 0.833 4.585
H: 1.472 -1.983 5.885
H: -0.660 1.262 8.353
H: 4.144 -2.511 -2.825
H: -1.519 -5.631 0.995
H: 5.123 -1.136 -2.482

=====

<two>
A cluster of 4 separate species, C18H45IN3O6 in total. Source: OMol25; level of theory: ωB97M-V/def2-TZVPD.

The calculation puts the HOMO energy at -4.5 eV. As for the net charge: -1. Its spin multiplicity is 1. For the LUMO energy, the calculation gives 2.83 eV.

CARTESIAN COORDINATES (ANGSTROEM)
H: -6.456 1.590 4.739
H: 4.251 2.935 -1.105
H: 0.208 -4.584 1.627
C: 6.056 -0.229 0.772
H: 0.630 -1.946 -0.947
O: -5.205 2.158 3.264
H: -5.375 3.233 -0.618
C: 2.300 1.216 1.663
H: 2.283 -1.332 1.825
H: -2.752 2.519 2.167
H: -2.852 -5.275 0.186
H: -4.712 -1.126 -2.203
H: -6.166 3.341 4.692
C: -2.234 -4.710 0.889
H: -6.404 -0.973 -2.229
O: 3.174 0.403 2.402
C: 2.632 -0.869 2.752
H: 1.314 1.243 2.145
I: -0.486 0.508 -0.688
O: -5.463 0.623 -1.419
C: 2.829 2.629 1.407
H: 4.971 -0.314 0.756
C: 2.140 -1.883 -5.532
C: 2.129 -2.702 -1.986
H: 6.430 -0.735 1.659
C: 1.213 -3.714 -0.071
C: -4.803 3.272 2.449
H: -4.983 2.091 -2.711
H: -2.986 1.605 0.296
H: 1.633 -4.662 -0.400
H: 4.811 2.217 1.610
H: -1.851 -5.288 1.728
H: 6.119 1.137 -1.267
C: 4.509 2.208 -0.334
C: -4.433 2.688 -0.713
H: 2.963 -2.328 -1.360
O: -1.155 -4.294 0.054
C: -6.295 2.443 4.074
C: 1.993 -1.757 -3.179
H: 1.793 -2.418 -6.413
O: 6.464 1.131 0.744
H: 3.914 1.301 -0.504
H: -4.530 4.054 3.170
N: 4.216 2.773 1.000
H: 1.269 -0.949 -3.028
H: 3.442 -1.476 3.151
H: -7.233 2.504 3.499
H: 1.906 -3.107 0.526
C: -0.027 -3.897 0.799
H: -5.687 3.521 1.852
H: -3.546 1.254 -2.043
H: 1.872 -0.665 3.509
H: 2.523 -3.637 -2.400
H: -2.882 -3.882 1.192
H: 2.919 -1.180 -3.338
H: -0.265 -2.930 1.268
H: 2.053 0.764 0.689
H: 2.231 3.072 0.607
H: 1.670 -0.895 -5.607
H: 2.667 3.214 2.318
C: -5.498 -0.388 -2.404
H: 6.676 2.674 -0.428
H: -5.417 -0.033 -3.431
C: -4.544 1.639 -1.808
H: -3.111 3.877 1.350
O: 1.741 -2.522 -4.345
H: 6.518 -0.727 -0.088
H: 3.228 -1.789 -5.502
H: -3.752 3.471 -1.102
N: -3.874 2.069 0.456
C: 6.003 1.819 -0.418
N: 0.891 -2.889 -1.257
C: -3.601 2.906 1.593

=====

Relative energies with respect to the most stable structure, expressed in kJ/mol: <one> 153.1; <two> 0.0.

=====

<one>
A cluster of 5 separate species, C3H13NO2S2 in total. Source: OMol25; level of theory: ωB97M-V/def2-TZVPD.

The calculation puts the HOMO energy at -8.6 eV. As for the net charge: 0. Its spin multiplicity is 1. For the LUMO energy, the calculation gives -4.79 eV.

CARTESIAN COORDINATES (ANGSTROEM)
O: 2.338 -0.326 1.543
H: 2.887 0.148 0.435
H: -0.678 -0.173 -1.404
H: 3.993 0.701 -0.921
H: 0.944 1.334 0.534
H: 2.955 -0.388 2.284
H: 1.516 -1.247 0.334
O: 3.241 0.189 -0.618
S: -2.415 -1.409 0.434
H: -0.451 0.431 1.214
H: 1.138 0.177 -1.361
H: -3.256 0.637 -0.794
H: -4.341 -0.355 0.104
N: 0.684 -1.432 -0.245
H: -0.076 -1.949 0.176
C: -3.332 0.075 0.160
C: -0.041 0.897 0.301
C: 0.309 -0.191 -0.743
S: -1.065 2.133 -0.455
H: -2.997 0.778 0.940
H: -1.353 -0.030 -1.917

=====

<two>
A cluster of 3 separate species, C3H13NO2S2 in total. Source: OMol25; level of theory: ωB97M-V/def2-TZVPD.

The calculation puts the HOMO energy at -8.3 eV. As for the net charge: 0. Its spin multiplicity is 1. For the LUMO energy, the calculation gives 0.46 eV.

CARTESIAN COORDINATES (ANGSTROEM)
S: -1.696 -0.286 -1.013
H: 6.203 1.654 -0.797
C: -1.150 -1.577 0.193
H: 2.031 -1.007 0.546
O: 6.183 0.869 -0.171
H: -0.298 -0.060 1.377
H: -4.411 2.081 0.948
H: -4.779 1.048 -0.358
H: -0.230 -1.535 2.335
H: -0.953 -2.536 -0.376
H: 6.153 1.308 0.637
C: -0.083 -1.121 1.164
H: 3.727 -0.142 -1.238
H: 4.600 -0.146 -0.118
O: 3.740 -0.328 -0.222
H: 1.328 -2.467 0.468
H: -4.167 0.349 1.154
C: -3.998 1.238 0.435
N: 1.367 -1.627 1.045
H: -1.951 -1.785 0.687
S: -2.355 1.477 -0.250

=====

Relative energies with respect to the most stable structure, expressed in kJ/mol: <one> 794.5; <two> 0.0.